1.
H14O7 | ωB97M-V/def2-TZVPD

The HOMO energy is -10.44 eV. The calculation puts the lowest unoccupied orbital energy at 0.43 eV. For the largest force on an atom, the calculation gives 0.11406 Eh/bohr. As for the total energy: -535.0162 Eh. Its energy relative to the best compared isomer or geometry (same formula, charge and spin) is 67.6 kcal/mol.

ORCA input file:
```
! wB97M-V def2-TZVPD RIJCOSX def2/J DEFGRID3
* xyz 0 1
O -2.243 -0.334 1.098
H -1.275 -0.542 1.179
H -2.766 -1.093 0.850
O -0.676 1.677 -6.057
H -1.154 1.271 -6.743
H -1.159 1.362 -5.261
O -0.918 0.320 -2.171
H -0.609 0.326 -1.305
H -1.403 1.154 -2.278
O 5.182 0.500 2.788
H 5.569 0.740 3.593
H 5.738 0.692 2.101
O 0.423 -0.368 0.492
H 0.961 -1.058 0.914
H 0.507 0.464 1.216
O -2.212 -3.611 1.441
H -2.586 -4.022 2.227
H -2.806 -4.005 0.642
O 0.524 1.956 2.136
H -0.288 2.284 2.225
H 0.628 1.302 2.831
*
```

---

2.
C14H56O14 | ωB97M-V/def2-TZVPD

The HOMO energy is -9.48 eV. The calculation puts the lowest unoccupied orbital energy at 0.49 eV. For the largest force on an atom, the calculation gives 0.10181 Eh/bohr. As for the total energy: -1620.0477 Eh. Its energy relative to the best compared isomer or geometry (same formula, charge and spin) is 65.6 kcal/mol.

ORCA input file:
```
! wB97M-V def2-TZVPD RIJCOSX def2/J DEFGRID3
* xyz 0 1
C -0.692 10.481 -14.358
O -1.296 11.601 -13.739
H -0.367 9.775 -13.590
H -1.378 9.932 -15.019
H 0.116 10.819 -15.007
H -1.690 11.316 -12.903
C -5.049 13.243 -7.277
O -4.666 13.838 -8.528
H -4.285 12.607 -6.833
H -5.311 14.025 -6.556
H -5.982 12.702 -7.444
H -3.716 14.011 -8.416
C -2.768 14.914 -15.940
O -3.954 14.499 -16.595
H -2.310 15.787 -16.408
H -2.983 15.150 -14.899
H -2.059 14.080 -15.888
H -3.757 14.241 -17.499
C -4.779 12.161 -14.161
O -5.632 12.531 -15.223
H -3.858 11.754 -14.608
H -4.369 12.977 -13.546
H -5.163 11.410 -13.475
H -5.144 13.208 -15.716
C -6.689 14.552 -11.277
O -7.658 15.515 -11.696
H -5.687 14.832 -11.597
H -6.663 14.389 -10.198
H -6.954 13.640 -11.817
H -8.502 15.079 -11.802
C 0.184 10.958 -10.741
O 1.051 9.936 -11.227
H -0.863 10.891 -11.042
H 0.231 10.948 -9.648
H 0.522 11.949 -11.042
H 0.712 9.137 -10.810
C -0.993 13.781 -8.006
O -1.889 14.593 -8.746
H -0.570 12.924 -8.535
H -0.160 14.416 -7.674
H -1.478 13.419 -7.098
H -1.483 14.807 -9.598
C -5.995 11.204 -10.648
O -4.797 11.945 -10.517
H -6.910 11.794 -10.644
H -5.928 10.581 -11.538
H -6.121 10.481 -9.829
H -4.903 12.603 -9.796
C 1.631 17.162 -11.958
O 1.584 15.743 -11.947
H 1.821 17.497 -10.938
H 2.422 17.497 -12.634
H 0.682 17.632 -12.233
H 1.120 15.435 -12.738
C -3.271 9.038 -11.692
O -2.727 10.302 -11.371
H -2.494 8.419 -12.137
H -3.623 8.520 -10.792
H -4.114 9.111 -12.386
H -3.442 10.921 -11.111
C -2.701 13.595 -11.669
O -1.629 14.533 -11.506
H -2.380 12.590 -11.392
H -3.490 13.906 -10.980
H -3.160 13.616 -12.658
H -1.108 14.431 -12.323
C -1.036 17.810 -9.563
O -0.836 18.873 -10.482
H -0.674 16.894 -10.027
H -0.482 17.973 -8.635
H -2.085 17.688 -9.282
H -0.686 19.716 -10.052
C 0.279 12.914 -14.171
O 0.001 14.276 -13.840
H -0.391 12.490 -14.921
H 1.302 12.845 -14.550
H 0.215 12.290 -13.283
H -0.117 14.767 -14.660
C -2.406 17.212 -13.194
O -2.243 18.578 -12.899
H -1.480 16.683 -13.445
H -2.868 16.648 -12.378
H -3.097 17.172 -14.036
H -1.802 18.704 -12.037
*
```

---

3.
C3H7N3O2 | ωB97M-V/def2-TZVPD

The HOMO energy is -9.40 eV. The calculation puts the lowest unoccupied orbital energy at 0.53 eV. For the largest force on an atom, the calculation gives 0.16552 Eh/bohr. As for the total energy: -433.0119 Eh. Its energy relative to the best compared isomer or geometry (same formula, charge and spin) is 195.1 kcal/mol.

ORCA input file:
```
! wB97M-V def2-TZVPD RIJCOSX def2/J DEFGRID3
* xyz 0 1
C 1.287 -1.472 0.942
N 0.309 -1.102 -0.264
C 0.411 -1.501 -1.450
O 0.886 -2.422 -2.091
N -0.344 0.074 0.174
C -0.370 1.150 -0.430
N -0.680 2.426 0.287
O -1.787 2.433 1.168
H 2.231 -2.365 0.697
H 0.428 -2.026 1.466
H 1.485 -0.425 1.589
H -0.516 -0.755 -1.753
H 0.174 1.347 -1.344
H -1.229 3.024 -0.395
H -2.282 1.612 1.405
*
```

---

4.
C15H15ClFN3O3S2 | ωB97M-V/def2-TZVPD

The HOMO energy is -8.43 eV. The calculation puts the lowest unoccupied orbital energy at 0.62 eV. For the largest force on an atom, the calculation gives 0.05636 Eh/bohr. As for the total energy: -2326.9869 Eh.

ORCA input file:
```
! wB97M-V def2-TZVPD RIJCOSX def2/J DEFGRID3
* xyz 0 1
C 1.560 2.967 -3.948
O 2.133 3.647 -2.816
C 1.449 3.508 -1.686
O 0.302 3.095 -1.582
C 2.065 3.996 -0.368
S 3.616 3.119 0.047
C 3.128 1.427 -0.246
C 2.200 0.793 0.572
C 1.778 -0.548 0.315
N 0.755 -1.112 1.098
C -0.489 -0.969 0.684
S -1.022 -0.152 -0.814
C -2.703 -0.420 -0.344
O -3.665 0.138 -0.836
N -2.808 -1.263 0.746
N -1.531 -1.563 1.386
C -1.366 -2.635 2.421
C -2.716 -2.956 3.064
C -3.922 -2.972 2.092
C -4.072 -1.642 1.339
C 2.427 -1.298 -0.702
F 2.225 -2.621 -0.838
C 3.395 -0.634 -1.475
C 3.742 0.699 -1.293
Cl 4.913 1.505 -2.348
H 2.130 3.193 -4.873
H 0.508 3.216 -4.142
H 1.630 1.900 -3.798
H 2.294 5.088 -0.459
H 1.366 3.884 0.482
H 1.788 1.293 1.407
H -0.927 -3.529 1.932
H -0.664 -2.297 3.173
H -2.918 -2.244 3.817
H -2.622 -3.909 3.603
H -4.854 -3.135 2.624
H -3.834 -3.836 1.403
H -4.370 -0.830 2.043
H -4.855 -1.711 0.584
H 3.935 -1.191 -2.267
*
```

---

5.
C7H9F3N2 | ωB97M-V/def2-TZVPD

The HOMO energy is -8.71 eV. The calculation puts the lowest unoccupied orbital energy at 0.45 eV. For the largest force on an atom, the calculation gives 0.05959 Eh/bohr. As for the total energy: -681.1481 Eh. Its energy relative to the best compared isomer or geometry (same formula, charge and spin) is 40.5 kcal/mol.

ORCA input file:
```
! wB97M-V def2-TZVPD RIJCOSX def2/J DEFGRID3
* xyz 0 1
N -1.003 2.238 -0.176
N 0.424 1.944 -0.169
C 0.501 0.389 0.013
C 1.992 0.020 0.013
F 2.797 0.429 -0.966
F 2.546 0.437 1.118
F 2.224 -1.323 -0.037
C -0.036 -0.230 -1.282
C -0.771 -1.340 -1.269
C -1.195 -2.016 -0.056
C -0.935 -1.443 1.146
C -0.312 -0.073 1.274
H -1.224 3.085 -0.755
H -1.456 1.295 -0.491
H 0.883 2.323 0.704
H 0.310 0.351 -2.170
H -1.108 -1.821 -2.270
H -1.798 -2.990 -0.082
H -1.322 -1.994 1.975
H -0.972 0.803 1.307
H 0.453 -0.085 2.173
*
```

---

6.
C21H29N3O4PSeSn | ωB97M-V/def2-TZVPD

The HOMO energy is -12.06 eV. The calculation puts the lowest unoccupied orbital energy at -4.14 eV. For the largest force on an atom, the calculation gives 0.00376 Eh/bohr. As for the total energy: -4239.8353 Eh.

ORCA input file:
```
! wB97M-V def2-TZVPD RIJCOSX def2/J DEFGRID3
* xyz 1 1
Sn -1.065 -1.212 -3.034
C 0.238 -2.398 1.642
N 0.496 -2.434 0.160
C 1.526 -1.805 -0.376
C 1.864 -1.563 -1.704
C 3.166 -1.235 -2.110
C 3.146 -1.087 -3.489
C 1.827 -1.294 -3.877
N 1.038 -1.589 -2.820
C 1.491 -2.198 2.441
C 2.322 -3.284 2.705
C 3.490 -3.106 3.428
C 3.829 -1.841 3.892
C 3.003 -0.758 3.631
C 1.834 -0.932 2.903
H -0.228 -3.351 1.891
H -0.474 -1.591 1.818
H 2.263 -1.494 0.356
H 4.017 -1.149 -1.451
H 3.972 -0.861 -4.141
H 1.412 -1.235 -4.875
H 2.050 -4.273 2.351
H 4.131 -3.952 3.638
H 4.738 -1.702 4.462
H 3.267 0.226 3.995
H 1.196 -0.088 2.671
Se -0.840 -3.272 -0.806
C 0.230 -4.617 -1.485
N 0.896 -5.454 -1.907
C 0.164 4.119 -0.987
C -0.488 2.977 -1.746
C -1.602 3.460 -2.657
C 0.553 2.187 -2.525
O -1.159 2.156 -0.729
P -0.787 0.732 -0.188
O 0.626 0.532 0.184
O -1.301 -0.315 -1.247
O -1.717 0.533 1.059
C -3.126 0.907 1.284
C -3.148 2.350 1.756
C -3.954 0.712 0.025
C -3.577 -0.040 2.382
H 0.633 4.815 -1.683
H 0.925 3.733 -0.309
H -0.584 4.659 -0.406
H -1.202 4.129 -3.420
H -2.355 3.999 -2.084
H -2.084 2.617 -3.156
H 1.035 2.849 -3.243
H 0.087 1.383 -3.106
H 1.310 1.757 -1.871
H -2.800 3.020 0.972
H -2.513 2.470 2.633
H -4.167 2.630 2.026
H -3.628 1.377 -0.775
H -4.995 0.944 0.254
H -3.904 -0.320 -0.321
H -2.954 0.081 3.269
H -3.514 -1.075 2.044
H -4.611 0.171 2.654
*
```

---

7.
C3HCl2N3 | ωB97M-V/def2-TZVPD

The HOMO energy is -10.24 eV. The calculation puts the lowest unoccupied orbital energy at -0.59 eV. For the largest force on an atom, the calculation gives 0.01299 Eh/bohr. As for the total energy: -1199.5384 Eh. Its energy relative to the best compared isomer or geometry (same formula, charge and spin) is 0.0 kcal/mol.

ORCA input file:
```
! wB97M-V def2-TZVPD RIJCOSX def2/J DEFGRID3
* xyz 0 1
Cl 1.746 1.281 0.070
C 0.483 0.176 0.479
N 0.468 -0.306 1.692
C -0.511 -1.183 1.954
N -1.434 -1.592 1.102
N -1.427 -1.081 -0.130
C -0.498 -0.207 -0.465
Cl -0.544 0.467 -2.035
H -0.534 -1.584 2.953
*
```

---

8.
C17H27N4O7P2Ti | ωB97M-V/def2-TZVPD

The HOMO energy (alpha / beta) is -2.42 / -3.61 eV. The calculation puts the lowest unoccupied orbital energy (alpha / beta) at 2.39 / 2.39 eV. For the largest force on an atom, the calculation gives 0.01326 Eh/bohr. Its expectation value of S² is 2.005. As for the total energy: -2942.3514 Eh. Its energy relative to the best compared isomer or geometry (same formula, charge and spin) is 7.1 kcal/mol.

ORCA input file:
```
! wB97M-V def2-TZVPD RIJCOSX def2/J DEFGRID3
* xyz -1 3
Ti 0.849 -0.362 0.155
C -1.515 1.677 1.376
C -0.658 0.957 2.239
C 0.684 1.278 1.892
C 0.639 2.166 0.784
C -0.716 2.430 0.491
C -1.190 3.387 -0.559
C 1.805 2.867 0.148
C 1.881 1.009 2.766
C -1.036 0.109 3.420
C -3.017 1.630 1.371
H -0.983 4.430 -0.289
H -2.269 3.310 -0.720
H -0.698 3.218 -1.524
H 1.913 3.898 0.510
H 1.696 2.919 -0.940
H 2.742 2.344 0.346
H 2.003 1.801 3.516
H 2.805 0.956 2.186
H 1.784 0.058 3.288
H -0.785 0.593 4.371
H -0.516 -0.852 3.405
H -2.112 -0.091 3.453
H -3.460 2.630 1.399
H -3.401 1.093 2.242
H -3.434 1.132 0.484
O 4.574 -2.320 0.177
P 3.423 -1.729 -0.741
O 3.724 -1.886 -2.173
O 2.953 -0.370 -0.247
O 2.109 -2.688 -0.337
P 1.764 -3.075 1.206
O 0.617 -4.194 0.993
O 2.958 -3.688 1.848
O 1.095 -1.863 1.773
H 4.207 -2.817 0.948
H 1.035 -5.058 0.922
N -2.719 -2.836 0.168
C -2.189 -3.240 -1.037
C -1.164 -2.387 -1.285
N -1.054 -1.483 -0.259
C -1.987 -1.785 0.609
H -3.442 -3.296 0.690
H -2.575 -4.082 -1.582
H -0.472 -2.368 -2.112
H -2.146 -1.273 1.543
C -2.003 0.749 -2.224
C -0.610 0.664 -2.732
N 0.490 0.509 -2.027
C 1.541 0.477 -2.920
C 1.065 0.607 -4.182
N -0.302 0.732 -4.055
H -1.966 0.808 -1.140
H -2.582 -0.130 -2.517
H -2.501 1.643 -2.605
H 2.550 0.312 -2.582
H 1.561 0.616 -5.137
H -0.967 0.863 -4.795
*
```

---

9.
C28H39N5O2RuS2 | ωB97M-V/def2-TZVPD

The HOMO energy (alpha / beta) is -4.18 / -4.13 eV. The calculation puts the lowest unoccupied orbital energy (alpha / beta) at 1.70 / 1.79 eV. For the largest force on an atom, the calculation gives 0.05422 Eh/bohr. Its expectation value of S² is 0.772. As for the total energy: -2405.8873 Eh. Its energy relative to the best compared isomer or geometry (same formula, charge and spin) is 48.6 kcal/mol.

ORCA input file:
```
! wB97M-V def2-TZVPD RIJCOSX def2/J DEFGRID3
* xyz -1 2
Ru -2.173 0.506 0.336
S -2.803 2.801 1.186
C -3.220 3.611 -0.280
C -3.421 4.986 -0.167
N -3.595 6.117 -0.021
C -3.310 2.979 -1.528
S -3.454 1.261 -1.726
C -3.325 3.760 -2.680
N -3.301 4.406 -3.638
C -4.471 -2.334 -0.386
O -4.404 -1.861 0.940
C -3.507 -0.888 1.202
O -3.362 -0.521 2.362
H -5.520 -2.378 -0.680
H -4.040 -3.340 -0.419
H -3.914 -1.665 -1.057
C 0.510 -3.618 2.798
C 0.192 -3.521 1.306
C 1.456 -3.091 0.543
C -0.286 -4.888 0.797
N -0.931 -2.582 1.187
N -1.125 -1.984 -0.085
H 1.249 -4.393 2.981
H -0.396 -3.860 3.350
H 0.902 -2.669 3.160
H 2.292 -3.719 0.842
H 1.701 -2.056 0.778
H 1.329 -3.197 -0.535
H 0.476 -5.640 0.983
H -0.502 -4.862 -0.270
H -1.192 -5.167 1.328
H -0.838 -1.827 1.866
H -1.492 -2.691 -0.719
H -0.253 -1.615 -0.474
C 4.178 -0.315 2.963
C 2.708 -0.065 2.762
C 1.820 -0.216 3.817
C 0.462 0.044 3.628
C -0.508 -0.075 4.764
C 0.020 0.416 2.383
C 0.876 0.528 1.248
C 2.253 0.300 1.507
N 0.244 0.773 0.099
C 0.757 1.189 -1.185
C 0.260 2.635 -1.380
C 0.543 3.133 -2.790
C -0.156 2.235 -3.807
C 0.366 0.808 -3.657
C 1.872 0.792 -3.916
C 2.556 1.678 -2.877
C 2.050 3.111 -3.032
C 2.269 1.168 -1.458
C 0.100 0.289 -2.249
H 4.363 -0.791 3.923
H 4.735 0.622 2.938
H 4.571 -0.956 2.175
H 2.177 -0.536 4.786
H -0.115 -0.721 5.545
H -1.460 -0.471 4.417
H -0.689 0.908 5.198
H -1.042 0.660 2.243
H 2.988 0.376 0.726
H 0.746 3.276 -0.640
H -0.815 2.651 -1.176
H 0.161 4.156 -2.889
H 0.045 2.597 -4.820
H -1.235 2.268 -3.648
H -0.143 0.157 -4.379
H 2.078 1.171 -4.921
H 2.257 -0.230 -3.860
H 3.641 1.653 -3.043
H 2.273 3.477 -4.038
H 2.550 3.765 -2.314
H 2.786 1.813 -0.744
H 2.652 0.147 -1.368
H 0.511 -0.723 -2.162
H -0.983 0.242 -2.049
*
```

---

10.
C16H38GeN3O2PtSSi3 | ωB97M-V/def2-TZVPD

The HOMO energy (alpha / beta) is -18.25 / -18.57 eV. The calculation puts the lowest unoccupied orbital energy (alpha / beta) at -11.93 / -12.48 eV. For the largest force on an atom, the calculation gives 0.01441 Eh/bohr. Its expectation value of S² is 0.756. As for the total energy: -4408.7152 Eh. Its energy relative to the best compared isomer or geometry (same formula, charge and spin) is 11.8 kcal/mol.

ORCA input file:
```
! wB97M-V def2-TZVPD RIJCOSX def2/J DEFGRID3
* xyz 4 2
Pt -0.419 -0.717 -0.014
C -4.441 -3.389 -0.254
O -3.169 -3.666 -0.905
C -2.184 -2.837 -0.827
O -2.247 -1.708 -0.269
N -1.062 -3.301 -1.403
N 0.047 -2.447 -1.492
H -5.191 -3.852 -0.885
H -4.595 -2.318 -0.178
H -4.426 -3.860 0.725
H -1.066 -4.200 -1.869
H 0.115 -2.074 -2.438
H 0.902 -2.962 -1.294
C -6.285 1.724 -0.023
Si -5.502 3.207 -0.733
C -5.525 4.773 0.190
C -4.917 3.177 -2.458
Ge -1.159 1.217 1.005
Si -2.025 0.710 3.511
C -0.299 0.514 4.158
C -2.932 2.243 3.989
C -3.013 -0.818 3.190
Si 1.165 4.669 0.374
C 2.616 3.881 1.144
C 1.036 4.661 -1.442
C 0.101 5.774 1.355
H -7.247 1.620 -0.549
H -6.500 1.805 1.042
H -5.730 0.810 -0.243
H -6.568 5.125 0.124
H -4.900 5.550 -0.247
H -5.320 4.658 1.256
H -5.310 4.059 -2.975
H -5.231 2.280 -2.992
H -3.826 3.258 -2.512
H 0.162 1.478 4.376
H 0.339 -0.060 3.482
H -0.348 -0.043 5.100
H -2.326 3.137 3.842
H -3.178 2.199 5.057
H -3.877 2.339 3.454
H -2.584 -1.428 2.394
H -4.049 -0.580 2.947
H -3.019 -1.426 4.102
H 2.698 2.831 0.855
H 2.638 3.986 2.228
H 3.497 4.391 0.729
H 1.328 3.712 -1.894
H 1.774 5.404 -1.782
H 0.065 4.981 -1.815
H 0.117 5.564 2.423
H -0.923 5.838 0.986
H 0.540 6.776 1.221
S 1.753 0.038 0.210
C 2.501 -0.931 1.462
N 3.798 -0.636 1.720
C 4.585 -1.337 2.566
C 4.073 -2.411 3.242
C 2.739 -2.750 3.017
C 1.959 -2.020 2.135
H 4.223 0.132 1.213
H 5.608 -1.000 2.657
H 4.700 -2.977 3.915
H 2.312 -3.605 3.526
H 0.932 -2.299 1.942
*
```

---

11.
C2H3Cl2NS | ωB97M-V/def2-TZVPD

The HOMO energy (alpha / beta) is -9.02 / -7.63 eV. The calculation puts the lowest unoccupied orbital energy (alpha / beta) at -1.16 / -0.48 eV. For the largest force on an atom, the calculation gives 0.09370 Eh/bohr. As for the total energy: -1451.0805 Eh. Its energy relative to the best compared isomer or geometry (same formula, charge and spin) is 152.6 kcal/mol.

ORCA input file:
```
! wB97M-V def2-TZVPD RIJCOSX def2/J DEFGRID3
* xyz 0 1
C 0.084 -0.734 1.274
C -0.611 0.782 -1.226
N 0.545 0.169 -0.728
S 1.253 -1.661 1.902
Cl -1.540 -0.845 1.576
Cl 2.960 -0.599 1.442
H -1.421 0.646 -0.671
H -0.994 0.475 -2.154
H -0.277 1.768 -1.415
*
```